Molecular formula: C18H60N12O18
Method: DFT, ωB97M-V/def2-TZVPD

Last column: Mulliken charge in e.
Positions of all 108 atoms, in Å:
N (-12.2154, -2.1962, 5.6288)  -0.48
C (-13.3933, -1.8484, 5.0103)  0.69
N (-13.5082, -0.6150, 4.4987)  -0.28
O (-14.2581, -2.7157, 4.8711)  -0.67
H (-12.2248, -3.0603, 6.1269)  0.24
H (-11.4623, -1.5822, 5.7182)  0.14
H (-14.2150, -0.5092, 3.8199)  0.25
H (-12.8877, 0.1153, 4.7740)  0.18
N (-21.0867, 2.6132, 8.7545)  -0.27
C (-21.2054, 1.3781, 9.3155)  0.42
N (-20.1854, 0.5077, 8.9015)  -0.25
O (-21.9737, 1.1099, 10.2257)  -0.65
H (-20.3508, 2.7656, 8.0687)  0.27
H (-21.7761, 3.3174, 8.8685)  0.19
H (-20.3460, -0.4677, 8.9909)  0.24
H (-19.8060, 0.7340, 7.9560)  0.07
N (-22.1433, 4.1029, 3.3460)  -0.34
C (-21.6705, 3.4372, 4.4876)  0.58
N (-20.3691, 3.5278, 4.7929)  -0.05
O (-22.5482, 2.9126, 5.2048)  -0.82
H (-23.1166, 3.9591, 3.0683)  0.24
H (-21.6008, 4.7138, 2.7741)  0.17
H (-19.7850, 3.9191, 4.1007)  0.19
H (-20.0849, 3.0570, 5.6084)  0.13
N (-16.9328, 1.0924, 7.5036)  -0.42
C (-17.6492, 1.8948, 6.6257)  0.39
N (-17.0425, 2.1481, 5.4435)  -0.31
O (-18.7726, 2.3190, 6.8069)  -0.58
H (-16.1453, 0.7265, 6.9342)  0.18
H (-17.3764, 0.4410, 8.0844)  0.33
H (-17.5686, 2.2381, 4.5858)  0.07
H (-16.1211, 1.7578, 5.2245)  0.27
N (-18.3421, -2.4587, -0.1197)  -0.63
C (-16.9792, -2.0297, -0.1246)  0.68
N (-16.1173, -3.0556, -0.0080)  -0.30
O (-16.6912, -0.8462, -0.1359)  -0.63
H (-18.9954, -1.7078, -0.2034)  0.33
H (-18.5531, -2.9240, 0.7789)  0.18
H (-15.1516, -2.9712, 0.2697)  0.23
H (-16.6352, -3.8932, -0.1438)  0.23
N (-17.0569, -3.0660, 9.1070)  -0.36
C (-16.4105, -2.6410, 7.9432)  0.36
N (-15.7464, -3.5932, 7.2279)  -0.25
O (-16.4197, -1.4470, 7.5967)  -0.57
H (-17.1101, -4.0381, 9.3065)  0.18
H (-17.5576, -2.3820, 9.6244)  0.21
H (-15.2647, -3.2459, 6.3788)  0.07
H (-16.0365, -4.5636, 7.2948)  0.26
O (-21.5267, -4.2215, 6.8787)  -0.65
C (-20.3819, -3.4147, 7.0706)  -0.04
C (-19.2094, -3.6512, 6.1175)  0.80
O (-18.7924, -4.9929, 6.3197)  -0.66
H (-21.9121, -3.9680, 6.0310)  0.37
H (-20.6288, -2.3162, 6.8519)  -0.06
H (-20.0412, -3.4790, 8.1595)  0.31
H (-18.3742, -3.0158, 6.3539)  -0.44
H (-19.4775, -3.3477, 5.0994)  0.05
H (-18.6535, -5.5565, 5.5320)  0.39
O (-17.4135, 2.1354, 0.3652)  -0.67
C (-18.6287, 1.5252, 0.8152)  0.95
C (-19.2966, 2.4542, 1.7757)  -0.11
O (-18.3485, 3.0177, 2.6540)  -0.53
H (-16.9259, 1.3303, 0.2387)  0.42
H (-19.1997, 1.1968, -0.1030)  0.33
H (-18.3355, 0.5670, 1.2266)  -0.86
H (-20.1217, 1.9117, 2.3203)  -0.16
H (-19.8552, 3.1899, 1.2123)  0.35
H (-17.5377, 3.2440, 2.1820)  0.35
O (-22.7486, 0.4055, 5.9401)  -0.21
C (-23.8675, 0.2829, 6.8156)  -0.86
C (-23.6800, -0.8909, 7.7813)  -0.02
O (-23.7207, -2.1910, 7.1922)  -0.61
H (-22.4848, 1.3362, 5.8719)  0.20
H (-24.0622, 1.1640, 7.4405)  0.36
H (-24.7200, 0.1525, 6.2210)  0.50
H (-24.4832, -0.7858, 8.5911)  0.23
H (-22.6360, -0.7517, 8.2172)  -0.01
H (-23.1512, -2.8828, 7.6014)  0.37
O (-18.9278, -1.3439, 2.8455)  -0.41
C (-18.3976, -0.6152, 3.9131)  0.32
C (-16.8742, -0.7989, 4.1637)  1.28
O (-16.0923, -0.0048, 3.3464)  -0.93
H (-19.9371, -1.2515, 2.7795)  0.06
H (-18.6549, 0.4627, 3.8398)  -0.36
H (-18.7911, -1.0154, 4.8035)  0.12
H (-16.6213, -1.8486, 4.0620)  0.16
H (-16.7055, -0.3366, 5.1750)  -0.96
H (-16.2529, -0.2891, 2.4429)  0.35
O (-21.7398, -0.9634, 3.6119)  -0.08
C (-22.8575, -0.7961, 2.7085)  -0.91
C (-22.9671, 0.5984, 2.0188)  0.00
O (-22.0992, 0.8435, 0.9778)  -0.48
H (-22.0117, -0.4467, 4.4332)  0.18
H (-22.8066, -1.5550, 1.9136)  0.55
H (-23.8611, -1.0354, 3.1867)  0.32
H (-22.8289, 1.3077, 2.8842)  -0.18
H (-24.0095, 0.6255, 1.7429)  0.42
H (-21.8664, 0.0001, 0.5361)  0.31
O (-17.9310, -6.2302, 3.8671)  -0.65
C (-16.6412, -5.7483, 3.5202)  -0.94
C (-16.6252, -4.2394, 3.3950)  1.08
O (-17.7317, -3.9707, 2.5185)  -0.72
H (-18.5893, -5.7791, 3.2292)  0.36
H (-15.9142, -6.0492, 4.2756)  0.36
H (-16.3268, -6.1258, 2.5707)  0.42
H (-15.7070, -3.8385, 3.0053)  0.32
H (-16.8844, -3.7653, 4.3934)  -0.56
H (-18.2364, -3.1772, 2.7322)  0.38

Output
Energy relative to the best compared isomer or geometry (same formula, charge and spin) ... 70.0 kJ/mol
Structure (SMILES) ... NC(N)=O.NC(N)=O.NC(N)=O.NC(N)=O.NC(N)=O.NC(N)=O.OCCO.OCCO.OCCO.OCCO.OCCO.OCCO
Charge ... 0
Orbital gap ... 9.531 eV


Molecular formula: C28H19N6SV
Method: DFT, ωB97M-V/def2-TZVPD

Last column: Mulliken charge in e.
Positions of all 55 atoms, in Å:
V (-0.1143, 0.4867, 0.0000)  0.24
C (-0.3164, 0.4474, -4.4029)  -1.01
C (-0.6740, 0.4390, -3.0462)  -0.01
N (0.2011, 0.5195, -2.0658)  0.41
C (1.5345, 0.6298, -2.3735)  0.01
C (1.9742, 0.6518, -3.7048)  1.17
C (1.0043, 0.5556, -4.7272)  -0.58
C (3.3618, 0.7614, -3.9770)  -0.87
C (4.2271, 0.8410, -2.9347)  -1.31
C (3.7865, 0.8204, -1.5866)  -0.60
C (2.4536, 0.7150, -1.2637)  0.59
N (1.8331, 0.6868, 0.0000)  0.05
C (2.4537, 0.7144, 1.2636)  0.60
C (3.7868, 0.8187, 1.5865)  -0.60
C (4.2272, 0.8405, 2.9346)  -1.29
C (3.3620, 0.7609, 3.9770)  -0.88
C (1.9744, 0.6520, 3.7048)  1.22
C (1.0045, 0.5552, 4.7273)  -0.57
C (-0.3162, 0.4468, 4.4029)  -1.01
C (-0.6738, 0.4389, 3.0463)  -0.01
N (0.2013, 0.5193, 2.0658)  0.40
C (1.5346, 0.6299, 2.3735)  -0.04
H (-1.0866, 0.3707, -5.1569)  0.41
H (-1.7154, 0.3595, -2.7525)  0.34
H (1.3237, 0.5692, -5.7620)  0.44
H (3.7053, 0.7780, -5.0028)  0.40
H (5.2901, 0.9241, -3.1200)  0.40
H (4.5472, 0.8916, -0.8358)  0.35
H (4.5475, 0.8896, 0.8357)  0.36
H (5.2902, 0.9234, 3.1201)  0.40
H (3.7056, 0.7772, 5.0028)  0.40
H (1.3241, 0.5684, 5.7620)  0.43
H (-1.0863, 0.3698, 5.1569)  0.41
H (-1.7151, 0.3593, 2.7525)  0.35
N (-4.0259, -0.9097, 0.0000)  -0.04
C (-3.5644, -2.2222, -0.0003)  0.91
C (-4.2334, -3.4413, -0.0002)  -1.11
C (-3.4418, -4.5707, 0.0004)  -0.47
C (-2.0378, -4.4901, 0.0007)  -0.75
C (-1.3835, -3.2771, 0.0013)  -0.70
C (-2.1737, -2.1294, 0.0006)  -0.01
N (-1.8121, -0.7832, 0.0001)  0.59
C (-2.9411, -0.1052, -0.0002)  -0.04
C (-2.9137, 1.3554, -0.0004)  -0.55
C (-3.9302, 2.2534, -0.0024)  -0.14
S (-3.3132, 3.8364, 0.0023)  -0.15
C (-1.7241, 3.2205, -0.0002)  -0.34
N (-1.6371, 1.9112, 0.0001)  0.43
H (-4.9848, -0.6080, 0.0001)  0.23
H (-5.3128, -3.5071, -0.0005)  0.42
H (-3.9124, -5.5444, 0.0004)  0.40
H (-1.4607, -5.4045, 0.0007)  0.43
H (-0.3030, -3.2244, 0.0014)  0.46
H (-4.9911, 2.0624, -0.0039)  0.39
H (-0.8595, 3.8664, -0.0002)  0.46

Output
2S+1 ... 2
Energy relative to the best compared isomer or geometry (same formula, charge and spin) ... 0.0 kJ/mol
Charge ... +1
Orbital gap (alpha / beta) ... 6.395 / 5.475 eV


What is the energy relative to the best compared isomer or geometry (same formula, charge and spin) in the second record?
0.0 kJ/mol


Among the records above, which one has the highest charge?
C28H19N6SV